1.
A structure of composition C46H48AsFeN3O at a distorted geometry, computed with the ωB97M-V functional and the def2-TZVPD basis.

Calculated values
E_LUMO (spin up / spin down): 0.0822 / 0.0821 hartree
ΔE to the lowest compared entry with this formula, charge and spin: 0.103 eV
max |F|: 0.0508 Eh/bohr
⟨S²⟩: 8.827
HOMO (spin up / spin down): -1.4619 / -1.9564 eV

Geometry as ORCA input:
```
! RIJCOSX wB97M-V def2-TZVPD def2/J DEFGRID3
* xyz -1 6
Fe 1.29 1.32 -0.85
N -3.43 2.99 2.38
N 2.70 1.99 1.53
C 1.55 0.99 -2.92
C 1.18 2.36 -2.69
C -0.25 2.38 -2.33
C -1.10 3.46 -2.30
H -0.70 4.46 -2.45
H -2.88 3.66 -0.05
H -2.16 3.29 -2.13
C -0.60 1.00 -2.03
C -1.97 0.62 -1.65
H -2.70 1.06 -2.34
H -2.18 1.03 -0.65
H -2.12 -0.47 -1.60
C 0.48 0.14 -2.43
C 0.42 -1.35 -2.35
H -0.08 -1.65 -1.41
H 1.43 -1.79 -2.37
H -0.16 -1.79 -3.18
C 1.96 3.60 -2.92
H 1.86 3.97 -3.95
H 3.03 3.44 -2.72
H 1.59 4.39 -2.25
C 2.79 0.58 -3.63
H 2.90 -0.51 -3.63
H 3.68 1.01 -3.13
H 2.78 0.95 -4.67
C -3.60 2.54 3.61
H -4.57 2.78 4.08
C -2.66 1.75 4.30
H -2.92 1.43 5.31
C -1.48 1.36 3.65
H -0.75 0.71 4.13
C -1.24 1.88 2.39
H -0.35 1.65 1.80
C -2.23 2.73 1.77
C -2.04 3.28 0.51
H -1.01 3.51 0.23
C 2.86 1.45 0.30
C 3.92 2.34 2.04
H 4.03 2.79 3.02
C 4.89 2.02 1.12
H 5.94 2.17 1.16
N 4.25 1.41 0.05
C 4.94 0.73 -0.99
C 5.92 1.45 -1.71
C 6.73 0.77 -2.62
H 7.50 1.31 -3.17
C 6.55 -0.59 -2.87
C 7.44 -1.28 -3.86
H 6.94 -2.16 -4.29
H 8.37 -1.62 -3.38
H 7.72 -0.60 -4.67
C 5.58 -1.29 -2.16
H 5.43 -2.35 -2.35
C 4.78 -0.66 -1.19
C 3.80 -1.49 -0.43
H 4.19 -1.83 0.54
H 3.59 -2.40 -1.01
H 2.86 -0.96 -0.25
C 6.06 2.93 -1.58
H 6.59 3.24 -0.66
H 5.09 3.44 -1.63
H 6.67 3.29 -2.42
O -1.58 -0.78 0.96
As -2.94 -1.66 1.41
C -2.52 -2.53 3.10
C -1.20 -2.45 3.56
C -0.85 -3.07 4.76
C -1.82 -3.76 5.50
C -3.13 -3.85 5.03
C -3.48 -3.24 3.82
C -4.46 -0.47 1.65
C -5.09 -0.38 2.89
C -6.12 0.56 3.08
C -6.52 1.38 2.02
C -5.91 1.26 0.77
C -4.90 0.31 0.57
C -3.29 -2.99 0.03
C -2.26 -3.87 -0.33
C -2.49 -4.84 -1.31
C -3.74 -4.93 -1.93
C -4.76 -4.04 -1.58
C -4.54 -3.07 -0.58
H -0.47 -1.90 2.97
H 0.18 -3.01 5.12
H -1.54 -4.24 6.45
H -3.89 -4.39 5.60
H -4.51 -3.32 3.44
H -4.76 -1.00 3.72
H -6.59 0.65 4.06
H -7.31 2.12 2.18
H -6.21 1.90 -0.06
H -4.45 0.19 -0.42
H -1.28 -3.78 0.15
H -1.69 -5.53 -1.59
H -3.92 -5.68 -2.70
H -5.74 -4.10 -2.06
H -5.34 -2.39 -0.29
*
```

2.
A structure of composition C46H48GaN3OP at a distorted geometry, computed with the ωB97M-V functional and the def2-TZVPD basis.

Calculated values
E_LUMO (spin up / spin down): 0.0930 / 0.0846 hartree
max |F|: 0.0642 Eh/bohr
HOMO (spin up / spin down): -2.1888 / -2.2540 eV

Geometry as ORCA input:
```
! RIJCOSX wB97M-V def2-TZVPD def2/J DEFGRID3
* xyz -1 1
Ga -0.67 0.20 -1.88
N -1.40 -1.09 -0.66
N -0.44 -2.33 -3.19
C 2.21 1.01 -1.95
C 2.35 -0.33 -1.46
C 1.85 -0.36 -0.14
C 1.85 -1.64 0.61
H 1.81 -2.51 -0.08
H 0.98 -1.71 1.28
H 2.77 -1.76 1.20
C 1.43 0.98 0.20
C 0.88 1.64 1.41
H 1.62 2.19 2.02
H 0.44 0.85 2.04
H 0.08 2.36 1.17
C 1.60 1.79 -0.94
C 1.22 3.22 -1.03
H 0.34 3.45 -0.40
H 0.98 3.50 -2.06
H 2.05 3.83 -0.66
C 2.91 -1.48 -2.19
H 3.98 -1.60 -1.95
H 2.82 -1.33 -3.27
H 2.41 -2.42 -1.92
C 2.69 1.55 -3.23
H 1.88 2.19 -3.65
H 2.94 0.73 -3.93
H 3.59 2.18 -3.05
C -1.97 -0.58 0.67
H -2.42 0.37 0.32
C -2.96 -1.53 1.22
H -3.60 -1.15 2.02
C -2.54 -2.84 1.18
H -2.77 -3.49 2.05
C -1.68 -3.32 0.19
H -1.21 -4.32 0.21
C -1.24 -2.45 -0.84
C -0.55 -2.96 -1.98
H -0.20 -4.00 -1.95
C -0.37 -0.95 -3.33
C -0.29 -2.93 -4.46
H -0.34 -4.00 -4.58
C -0.30 -1.95 -5.37
H -0.33 -1.99 -6.44
N -0.38 -0.73 -4.69
C -0.58 0.55 -5.26
C 0.45 1.16 -6.01
C 0.25 2.47 -6.44
H 1.04 2.94 -7.03
C -0.92 3.17 -6.16
C -1.14 4.56 -6.68
H -1.02 5.30 -5.88
H -2.15 4.66 -7.08
H -0.42 4.78 -7.47
C -1.92 2.54 -5.42
H -2.86 3.05 -5.23
C -1.76 1.23 -4.95
C -2.89 0.55 -4.25
H -3.35 -0.22 -4.88
H -3.65 1.31 -4.00
H -2.60 0.07 -3.29
C 1.71 0.43 -6.35
H 1.62 -0.07 -7.33
H 1.99 -0.34 -5.61
H 2.53 1.16 -6.43
O -0.93 -0.44 1.65
P -0.34 -0.93 3.51
C -1.94 -1.49 4.23
C -2.93 -0.52 4.47
C -4.14 -0.85 5.07
C -4.42 -2.16 5.43
C -3.45 -3.14 5.17
C -2.22 -2.82 4.59
C 1.63 -1.14 3.86
C 2.59 -0.33 3.22
C 3.92 -0.21 3.67
C 4.35 -0.92 4.79
C 3.42 -1.75 5.42
C 2.10 -1.88 4.95
C -0.29 0.55 4.55
C -0.01 0.35 5.90
C 0.09 1.41 6.79
C -0.20 2.71 6.34
C -0.62 2.90 5.02
C -0.70 1.82 4.13
H -2.77 0.52 4.18
H -4.87 -0.06 5.25
H -5.37 -2.42 5.88
H -3.67 -4.17 5.41
H -1.48 -3.60 4.39
H 2.34 0.21 2.32
H 4.62 0.45 3.14
H 5.36 -0.81 5.16
H 3.73 -2.30 6.31
H 1.42 -2.58 5.44
H 0.14 -0.66 6.28
H 0.39 1.23 7.82
H -0.10 3.56 7.04
H -0.87 3.91 4.68
H -1.13 1.96 3.14
*
```

3.
A structure of composition C46H48InN3Sb at a distorted geometry, computed with the ωB97M-V functional and the def2-TZVPD basis.

Calculated values
E_LUMO (spin up / spin down): 0.0536 / 0.0528 hartree
ΔE to the lowest compared entry with this formula, charge and spin: 4.542 eV
max |F|: 0.1615 Eh/bohr
HOMO (spin up / spin down): -3.1576 / -3.1336 eV

Geometry as ORCA input:
```
! RIJCOSX wB97M-V def2-TZVPD def2/J DEFGRID3
* xyz -1 1
In 0.66 -0.79 0.67
N -1.33 -0.97 4.43
N 1.93 1.13 1.94
C -0.80 0.75 -2.11
C -1.39 1.40 -0.99
C -2.31 0.50 -0.39
C -3.11 0.74 0.83
H -3.29 1.81 0.95
H -2.61 0.38 1.73
H -4.08 0.22 0.74
C -2.28 -0.71 -1.14
C -3.07 -1.91 -0.82
H -4.14 -1.72 -1.01
H -2.95 -2.19 0.24
H -2.74 -2.75 -1.45
C -1.34 -0.57 -2.19
C -0.87 -1.65 -3.08
H -0.33 -2.44 -2.51
H -0.18 -1.25 -3.83
H -1.71 -2.14 -3.61
C -1.18 2.80 -0.58
H -2.01 3.41 -0.98
H -0.25 3.21 -0.98
H -1.18 2.92 0.51
C 0.22 1.31 -3.02
H 0.95 0.54 -3.32
H 0.76 2.13 -2.53
H -0.25 1.71 -3.94
C -1.22 -1.99 5.29
H -2.13 -2.40 5.78
C 0.01 -2.62 5.63
H 0.08 -3.40 6.42
C 1.15 -2.22 4.89
H 2.10 -2.78 4.94
C 1.07 -1.16 4.03
H 1.89 -0.70 3.45
C -0.28 -0.74 3.54
C -0.57 -0.44 2.10
H -0.77 0.81 2.27
C 2.46 0.83 0.72
C 2.42 2.33 2.35
H 1.99 2.61 3.33
C 3.28 2.81 1.36
H 3.84 3.71 1.39
N 3.32 1.88 0.32
C 3.59 2.09 -1.02
C 3.27 3.32 -1.57
C 3.53 3.51 -2.94
H 3.33 4.50 -3.42
C 4.03 2.45 -3.71
C 4.48 2.62 -5.13
H 4.23 1.71 -5.69
H 5.58 2.75 -5.15
H 4.01 3.50 -5.57
C 4.16 1.17 -3.13
H 4.47 0.32 -3.78
C 3.91 0.96 -1.77
C 4.00 -0.43 -1.24
H 3.85 -0.49 -0.16
H 4.98 -0.88 -1.48
H 3.24 -1.07 -1.71
C 2.57 4.40 -0.82
H 3.18 4.85 -0.02
H 1.61 4.06 -0.39
H 2.34 5.22 -1.52
C -1.18 -8.03 -1.55
C -1.40 -6.76 -2.09
C -1.10 -5.61 -1.33
C -0.61 -5.76 -0.02
C -0.31 -7.02 0.49
C -0.63 -8.17 -0.27
Sb -0.46 -4.00 1.29
C -2.51 -3.99 2.06
C -3.15 -2.85 2.57
C -4.44 -2.95 3.09
C -5.09 -4.19 3.17
C -4.44 -5.33 2.67
C -3.16 -5.23 2.12
C 0.58 -4.97 2.95
C -0.06 -5.50 4.08
C 0.67 -6.26 5.00
C 2.05 -6.43 4.84
C 2.70 -5.83 3.76
C 1.97 -5.08 2.82
H -1.43 -8.92 -2.13
H -1.80 -6.65 -3.09
H -1.28 -4.62 -1.75
H 0.15 -7.14 1.47
H -0.45 -9.15 0.16
H -2.63 -1.89 2.61
H -4.94 -2.04 3.46
H -6.08 -4.27 3.62
H -4.93 -6.30 2.71
H -2.65 -6.14 1.77
H -1.12 -5.32 4.25
H 0.16 -6.71 5.86
H 2.62 -7.03 5.55
H 3.78 -5.93 3.64
H 2.49 -4.60 1.99
*
```

4.
A structure of composition C46H48MgN4O7P2S2Se2, computed with the ωB97M-V functional and the def2-TZVPD basis.

Calculated values
E_LUMO: 0.1336 hartree
ΔE to the lowest compared entry with this formula, charge and spin: 0.136 eV
max |F|: 0.0090 Eh/bohr
HOMO: -1.2652 eV

Geometry as ORCA input:
```
! RIJCOSX wB97M-V def2-TZVPD def2/J DEFGRID3
* xyz -2 1
Mg 2.57 -1.09 1.20
O 2.16 3.35 5.76
C 2.79 2.07 5.68
C 2.90 1.49 4.26
C 3.76 2.43 3.42
O 3.09 3.68 3.16
C 3.58 0.10 4.40
Se 4.50 -0.69 2.85
C 1.48 1.35 3.69
Se 1.35 1.24 1.72
H 2.37 3.79 4.92
H 2.21 1.39 6.32
H 3.81 2.13 6.11
H 4.02 1.95 2.48
H 4.69 2.66 3.94
H 2.47 3.46 2.43
H 2.81 -0.60 4.71
H 4.31 0.15 5.22
H 0.88 2.20 3.99
H 1.02 0.46 4.13
O 1.34 -2.28 2.42
N 0.51 -3.06 1.87
N 0.52 -3.00 0.59
O 1.31 -2.19 -0.07
C -0.38 -3.82 -0.13
C -1.49 -4.40 0.50
C -2.37 -5.16 -0.26
C -2.16 -5.35 -1.62
C -1.06 -4.77 -2.22
C -0.17 -4.00 -1.48
H -1.65 -4.23 1.55
H -3.24 -5.59 0.23
H -2.87 -5.93 -2.20
H -0.89 -4.90 -3.29
H 0.70 -3.54 -1.93
C -5.37 0.96 -3.10
S -6.07 1.12 -1.45
C -4.99 2.36 -0.69
C -3.78 1.81 0.06
C -2.76 1.22 -0.89
N -1.49 0.79 -0.29
P -0.01 0.99 -1.18
C -0.41 0.20 -2.81
C 0.31 -0.98 -3.05
C 0.07 -1.75 -4.18
C -0.88 -1.34 -5.10
C -1.58 -0.16 -4.90
C -1.34 0.61 -3.77
C -0.13 2.77 -1.61
C -0.57 3.68 -0.66
C -0.56 5.04 -0.92
C -0.08 5.52 -2.13
C 0.40 4.62 -3.08
C 0.37 3.25 -2.82
P -1.40 -0.53 0.82
C -1.82 0.13 2.48
C -2.06 -0.79 3.50
C -2.21 -0.36 4.81
C -2.10 0.98 5.13
C -1.81 1.90 4.12
C -1.67 1.47 2.81
C -2.95 -1.44 0.36
C -4.14 -1.50 1.09
C -5.21 -2.27 0.65
C -5.13 -2.97 -0.55
C -3.96 -2.91 -1.29
C -2.88 -2.16 -0.84
H -6.06 0.35 -3.68
H -4.39 0.47 -3.10
H -5.28 1.94 -3.58
H -5.63 2.92 -0.01
H -4.67 3.05 -1.47
H -4.10 1.08 0.80
H -3.32 2.64 0.62
H -2.53 1.99 -1.63
H -3.22 0.39 -1.43
H 1.05 -1.28 -2.32
H 0.64 -2.66 -4.34
H -1.07 -1.94 -5.99
H -2.31 0.18 -5.63
H -1.87 1.54 -3.64
H -0.90 3.31 0.31
H -0.90 5.74 -0.16
H -0.06 6.58 -2.33
H 0.80 4.98 -4.02
H 0.78 2.57 -3.55
H -2.11 -1.85 3.27
H -2.39 -1.09 5.60
H -2.19 1.31 6.16
H -1.66 2.94 4.37
H -1.37 2.17 2.04
H -4.23 -0.95 2.02
H -6.12 -2.30 1.24
H -5.97 -3.56 -0.89
H -3.87 -3.45 -2.22
H -1.97 -2.14 -1.42
O 4.20 -2.46 0.29
C 4.49 -1.53 -0.48
N 3.70 -0.44 -0.60
S 4.29 0.62 -1.67
O 4.67 1.87 -1.07
O 3.47 0.68 -2.86
C 5.76 -0.31 -2.05
C 6.79 0.00 -2.91
C 7.82 -0.94 -3.03
C 7.79 -2.12 -2.30
C 6.74 -2.41 -1.44
C 5.73 -1.48 -1.33
H 6.81 0.93 -3.47
H 8.65 -0.74 -3.69
H 8.61 -2.83 -2.41
H 6.71 -3.32 -0.85
*
```

Please write out number 3 again, unchanged.
A structure of composition C46H48InN3Sb at a distorted geometry, computed with the ωB97M-V functional and the def2-TZVPD basis.

Calculated values
E_LUMO (spin up / spin down): 0.0536 / 0.0528 hartree
ΔE to the lowest compared entry with this formula, charge and spin: 4.542 eV
max |F|: 0.1615 Eh/bohr
HOMO (spin up / spin down): -3.1576 / -3.1336 eV

Geometry as ORCA input:
```
! RIJCOSX wB97M-V def2-TZVPD def2/J DEFGRID3
* xyz -1 1
In 0.66 -0.79 0.67
N -1.33 -0.97 4.43
N 1.93 1.13 1.94
C -0.80 0.75 -2.11
C -1.39 1.40 -0.99
C -2.31 0.50 -0.39
C -3.11 0.74 0.83
H -3.29 1.81 0.95
H -2.61 0.38 1.73
H -4.08 0.22 0.74
C -2.28 -0.71 -1.14
C -3.07 -1.91 -0.82
H -4.14 -1.72 -1.01
H -2.95 -2.19 0.24
H -2.74 -2.75 -1.45
C -1.34 -0.57 -2.19
C -0.87 -1.65 -3.08
H -0.33 -2.44 -2.51
H -0.18 -1.25 -3.83
H -1.71 -2.14 -3.61
C -1.18 2.80 -0.58
H -2.01 3.41 -0.98
H -0.25 3.21 -0.98
H -1.18 2.92 0.51
C 0.22 1.31 -3.02
H 0.95 0.54 -3.32
H 0.76 2.13 -2.53
H -0.25 1.71 -3.94
C -1.22 -1.99 5.29
H -2.13 -2.40 5.78
C 0.01 -2.62 5.63
H 0.08 -3.40 6.42
C 1.15 -2.22 4.89
H 2.10 -2.78 4.94
C 1.07 -1.16 4.03
H 1.89 -0.70 3.45
C -0.28 -0.74 3.54
C -0.57 -0.44 2.10
H -0.77 0.81 2.27
C 2.46 0.83 0.72
C 2.42 2.33 2.35
H 1.99 2.61 3.33
C 3.28 2.81 1.36
H 3.84 3.71 1.39
N 3.32 1.88 0.32
C 3.59 2.09 -1.02
C 3.27 3.32 -1.57
C 3.53 3.51 -2.94
H 3.33 4.50 -3.42
C 4.03 2.45 -3.71
C 4.48 2.62 -5.13
H 4.23 1.71 -5.69
H 5.58 2.75 -5.15
H 4.01 3.50 -5.57
C 4.16 1.17 -3.13
H 4.47 0.32 -3.78
C 3.91 0.96 -1.77
C 4.00 -0.43 -1.24
H 3.85 -0.49 -0.16
H 4.98 -0.88 -1.48
H 3.24 -1.07 -1.71
C 2.57 4.40 -0.82
H 3.18 4.85 -0.02
H 1.61 4.06 -0.39
H 2.34 5.22 -1.52
C -1.18 -8.03 -1.55
C -1.40 -6.76 -2.09
C -1.10 -5.61 -1.33
C -0.61 -5.76 -0.02
C -0.31 -7.02 0.49
C -0.63 -8.17 -0.27
Sb -0.46 -4.00 1.29
C -2.51 -3.99 2.06
C -3.15 -2.85 2.57
C -4.44 -2.95 3.09
C -5.09 -4.19 3.17
C -4.44 -5.33 2.67
C -3.16 -5.23 2.12
C 0.58 -4.97 2.95
C -0.06 -5.50 4.08
C 0.67 -6.26 5.00
C 2.05 -6.43 4.84
C 2.70 -5.83 3.76
C 1.97 -5.08 2.82
H -1.43 -8.92 -2.13
H -1.80 -6.65 -3.09
H -1.28 -4.62 -1.75
H 0.15 -7.14 1.47
H -0.45 -9.15 0.16
H -2.63 -1.89 2.61
H -4.94 -2.04 3.46
H -6.08 -4.27 3.62
H -4.93 -6.30 2.71
H -2.65 -6.14 1.77
H -1.12 -5.32 4.25
H 0.16 -6.71 5.86
H 2.62 -7.03 5.55
H 3.78 -5.93 3.64
H 2.49 -4.60 1.99
*
```

Q: Number 1 is which compound?
A: C46H48AsFeN3O

Copy entry 2 word for word.
A structure of composition C46H48GaN3OP at a distorted geometry, computed with the ωB97M-V functional and the def2-TZVPD basis.

Calculated values
E_LUMO (spin up / spin down): 0.0930 / 0.0846 hartree
max |F|: 0.0642 Eh/bohr
HOMO (spin up / spin down): -2.1888 / -2.2540 eV

Geometry as ORCA input:
```
! RIJCOSX wB97M-V def2-TZVPD def2/J DEFGRID3
* xyz -1 1
Ga -0.67 0.20 -1.88
N -1.40 -1.09 -0.66
N -0.44 -2.33 -3.19
C 2.21 1.01 -1.95
C 2.35 -0.33 -1.46
C 1.85 -0.36 -0.14
C 1.85 -1.64 0.61
H 1.81 -2.51 -0.08
H 0.98 -1.71 1.28
H 2.77 -1.76 1.20
C 1.43 0.98 0.20
C 0.88 1.64 1.41
H 1.62 2.19 2.02
H 0.44 0.85 2.04
H 0.08 2.36 1.17
C 1.60 1.79 -0.94
C 1.22 3.22 -1.03
H 0.34 3.45 -0.40
H 0.98 3.50 -2.06
H 2.05 3.83 -0.66
C 2.91 -1.48 -2.19
H 3.98 -1.60 -1.95
H 2.82 -1.33 -3.27
H 2.41 -2.42 -1.92
C 2.69 1.55 -3.23
H 1.88 2.19 -3.65
H 2.94 0.73 -3.93
H 3.59 2.18 -3.05
C -1.97 -0.58 0.67
H -2.42 0.37 0.32
C -2.96 -1.53 1.22
H -3.60 -1.15 2.02
C -2.54 -2.84 1.18
H -2.77 -3.49 2.05
C -1.68 -3.32 0.19
H -1.21 -4.32 0.21
C -1.24 -2.45 -0.84
C -0.55 -2.96 -1.98
H -0.20 -4.00 -1.95
C -0.37 -0.95 -3.33
C -0.29 -2.93 -4.46
H -0.34 -4.00 -4.58
C -0.30 -1.95 -5.37
H -0.33 -1.99 -6.44
N -0.38 -0.73 -4.69
C -0.58 0.55 -5.26
C 0.45 1.16 -6.01
C 0.25 2.47 -6.44
H 1.04 2.94 -7.03
C -0.92 3.17 -6.16
C -1.14 4.56 -6.68
H -1.02 5.30 -5.88
H -2.15 4.66 -7.08
H -0.42 4.78 -7.47
C -1.92 2.54 -5.42
H -2.86 3.05 -5.23
C -1.76 1.23 -4.95
C -2.89 0.55 -4.25
H -3.35 -0.22 -4.88
H -3.65 1.31 -4.00
H -2.60 0.07 -3.29
C 1.71 0.43 -6.35
H 1.62 -0.07 -7.33
H 1.99 -0.34 -5.61
H 2.53 1.16 -6.43
O -0.93 -0.44 1.65
P -0.34 -0.93 3.51
C -1.94 -1.49 4.23
C -2.93 -0.52 4.47
C -4.14 -0.85 5.07
C -4.42 -2.16 5.43
C -3.45 -3.14 5.17
C -2.22 -2.82 4.59
C 1.63 -1.14 3.86
C 2.59 -0.33 3.22
C 3.92 -0.21 3.67
C 4.35 -0.92 4.79
C 3.42 -1.75 5.42
C 2.10 -1.88 4.95
C -0.29 0.55 4.55
C -0.01 0.35 5.90
C 0.09 1.41 6.79
C -0.20 2.71 6.34
C -0.62 2.90 5.02
C -0.70 1.82 4.13
H -2.77 0.52 4.18
H -4.87 -0.06 5.25
H -5.37 -2.42 5.88
H -3.67 -4.17 5.41
H -1.48 -3.60 4.39
H 2.34 0.21 2.32
H 4.62 0.45 3.14
H 5.36 -0.81 5.16
H 3.73 -2.30 6.31
H 1.42 -2.58 5.44
H 0.14 -0.66 6.28
H 0.39 1.23 7.82
H -0.10 3.56 7.04
H -0.87 3.91 4.68
H -1.13 1.96 3.14
*
```